The following is a quantum chemistry calculation of 12 unconnected molecules or ions with the total composition C61H122F21N5O18 at a distorted geometry, from the OMol25 dataset.

Geometry as XYZ:
```
227
Properties=species:S:1:pos:R:3:forces:R:3:lowdin_charge:R:1
C -1.816 -3.071 -3.130 -1.569 1.129 0.931 -0.097
C -1.341 -4.283 -3.801 -0.327 -0.302 -2.699 -0.305
C -0.692 -5.237 -2.895 0.993 -0.660 0.340 -0.208
C -0.389 -6.585 -3.587 -0.723 1.107 2.287 -0.063
N -0.107 -7.596 -2.419 0.202 -1.097 -1.794 -0.165
C 0.428 -8.921 -3.019 1.309 0.369 0.834 -0.077
C 1.347 -9.531 -1.903 -0.954 -0.454 0.136 -0.139
C 1.835 -8.343 -1.054 0.158 -0.247 0.164 -0.143
C 1.062 -7.116 -1.526 0.910 0.145 -0.682 -0.094
C -1.365 -7.994 -1.620 -0.762 0.650 1.404 -0.089
C -2.813 -8.049 -2.262 1.812 0.308 -0.547 -0.214
C -3.916 -8.612 -1.353 1.324 0.073 -0.907 -0.068
H -1.143 -2.582 -2.425 0.274 -0.330 -0.066 0.067
H -2.687 -3.421 -2.575 -0.010 0.377 0.581 0.074
H -2.246 -2.303 -3.773 0.248 -0.063 -0.323 0.097
H -0.811 -4.081 -4.732 1.039 0.230 0.160 0.119
H -2.182 -4.785 -4.280 -0.684 -0.116 0.289 0.110
H -1.381 -5.401 -2.066 0.001 -0.165 0.176 0.127
H 0.183 -4.761 -2.452 0.209 -0.206 0.143 0.111
H 0.440 -6.523 -4.293 0.124 -0.372 0.321 0.132
H -1.327 -6.800 -4.098 0.270 -0.878 -0.011 0.119
H -0.396 -9.538 -3.378 0.026 0.132 0.247 0.129
H 1.093 -8.698 -3.853 -0.314 0.367 -0.145 0.121
H 0.818 -10.298 -1.337 -0.252 0.262 0.231 0.106
H 2.193 -10.087 -2.307 -0.089 0.243 -0.388 0.110
H 1.826 -8.407 0.034 -0.555 -0.580 -0.061 0.117
H 2.899 -8.248 -1.271 -0.022 0.460 -0.105 0.110
H 0.875 -6.364 -0.760 -1.030 -0.303 0.041 0.106
H 1.789 -6.598 -2.151 -0.569 0.167 -0.755 0.125
H -1.329 -7.341 -0.747 -0.345 0.262 -0.080 0.125
H -1.186 -8.978 -1.186 0.358 -0.120 -0.266 0.122
H -2.704 -8.760 -3.081 -0.150 0.152 -0.424 0.099
H -3.078 -7.070 -2.661 -0.053 -0.028 -0.067 0.102
H -3.458 -9.511 -0.940 -0.482 0.045 0.800 0.075
H -4.674 -8.964 -2.053 -0.392 0.278 0.406 0.081
H -4.264 -7.848 -0.657 -0.113 -0.531 0.184 0.095
C 4.752 -1.503 -2.026 -2.546 -0.580 1.159 0.040
C 3.874 -1.873 -0.802 1.998 2.988 4.735 -0.293
O 3.665 -1.129 0.173 0.115 -3.282 -4.029 0.134
N 3.725 -3.411 -0.579 1.470 1.326 -0.013 0.099
H 2.779 -3.601 -0.280 -2.277 0.010 0.916 0.087
H 3.813 -3.850 -1.484 0.408 -0.320 -0.146 0.141
C 4.679 -3.994 0.524 -0.929 1.047 -0.871 0.069
H 4.680 -0.429 -2.198 0.145 -0.168 0.006 0.065
H 4.187 -2.062 -2.772 0.938 0.118 -1.005 0.082
H 5.772 -1.822 -1.811 -0.082 -0.166 -0.285 0.105
H 4.956 -4.982 0.157 -0.203 0.015 0.611 0.093
H 4.059 -3.880 1.413 0.049 -0.753 0.109 0.089
H 5.556 -3.369 0.689 -0.067 0.092 -0.544 0.100
C 3.338 0.711 -7.041 1.648 0.891 0.156 0.026
C 3.932 1.147 -5.713 -1.424 -2.351 3.068 -0.353
O 4.145 0.420 -4.743 0.000 2.133 -2.804 0.113
N 3.914 2.643 -5.471 -2.074 -2.332 -0.628 0.114
H 4.742 2.881 -4.944 1.806 0.957 1.871 0.095
H 3.916 3.145 -6.347 0.319 0.193 -0.271 0.159
C 2.512 3.007 -4.847 1.312 1.221 -0.407 0.060
H 3.213 -0.356 -7.224 -0.313 0.200 0.719 0.098
H 4.157 0.993 -7.703 -0.141 0.229 -0.719 0.094
H 2.478 1.346 -7.255 -0.081 -0.306 -0.157 0.090
H 2.190 2.488 -3.943 0.527 -0.291 -0.244 0.081
H 1.813 2.940 -5.681 -0.019 -0.050 0.375 0.082
H 2.715 4.045 -4.587 -0.667 -0.014 0.152 0.106
C -2.736 -0.002 -1.508 -0.355 -0.424 0.694 -0.039
C -1.249 0.220 -1.586 0.716 0.183 0.666 -0.137
N -0.549 0.334 -0.164 -0.377 0.381 -0.737 -0.148
C -1.017 -0.749 0.835 0.844 0.540 -0.595 0.047
C 1.013 0.123 -0.438 -0.278 0.118 0.022 -0.134
C 1.686 1.130 -1.406 -1.161 0.103 0.797 -0.049
C -0.915 1.723 0.400 1.196 1.046 -0.334 -0.079
C -0.436 1.990 1.816 2.005 -0.437 -0.132 -0.132
O 1.001 1.762 1.851 -0.982 -0.979 -2.942 -0.216
C 1.632 2.131 3.001 -0.945 0.244 2.623 -0.121
H -3.289 0.502 -2.300 0.089 0.010 0.071 0.084
H -3.111 0.312 -0.534 -0.196 0.432 -0.100 0.080
H -3.013 -1.056 -1.502 0.132 -0.071 -0.301 0.069
H -1.000 1.126 -2.140 -0.092 0.304 0.452 0.102
H -0.724 -0.562 -2.134 0.014 -0.240 0.372 0.099
H -1.347 -1.621 0.271 0.237 0.007 0.224 0.104
H -1.788 -0.395 1.520 -0.127 0.126 -0.481 0.083
H -0.117 -0.926 1.424 -0.201 -0.480 0.031 0.100
H 1.125 -0.913 -0.756 -0.672 -0.085 -0.338 0.096
H 1.554 0.118 0.508 -0.540 0.432 0.041 0.095
H 2.686 0.790 -1.673 -0.045 -0.068 0.132 0.052
H 1.743 2.091 -0.896 0.291 0.043 -0.081 0.077
H 1.108 1.340 -2.307 0.014 -0.247 -0.075 0.052
H -1.959 2.037 0.375 -0.420 -1.281 -0.151 0.118
H -0.518 2.462 -0.296 0.576 -0.115 -0.108 0.112
H -0.995 1.361 2.509 0.285 -0.078 0.451 0.121
H -0.524 3.032 2.123 -0.754 0.136 -0.264 0.109
H 2.663 1.830 3.189 -0.055 -0.194 -1.033 0.085
H 1.033 1.630 3.761 0.298 0.286 1.027 0.095
H 1.556 3.207 3.153 0.156 0.306 0.154 0.088
C 2.737 7.083 0.631 -1.448 1.056 0.338 -0.022
C 1.460 8.026 0.790 0.099 0.077 -0.641 -0.132
N 0.266 7.744 -0.177 -0.190 -1.231 -0.061 -0.229
C 0.815 7.655 -1.593 0.091 0.037 0.677 0.005
C -0.396 6.292 0.150 0.104 0.315 -0.421 -0.108
C -0.834 5.998 1.576 0.231 1.100 0.514 -0.049
C -0.762 8.921 -0.025 -0.258 -2.165 -0.395 -0.024
C -2.139 8.818 -0.894 1.511 -0.294 1.708 -0.155
O -2.978 7.774 -0.345 -0.428 1.806 -1.103 -0.211
C -4.366 8.021 -0.754 0.493 -0.911 0.843 -0.062
H 3.499 7.445 1.320 -0.247 -0.193 0.332 0.088
H 3.247 7.072 -0.332 -0.474 0.122 -0.111 0.072
H 2.403 6.079 0.895 0.405 -0.046 0.034 0.077
H 1.600 9.104 0.707 0.812 0.016 -0.769 0.108
H 1.089 8.046 1.815 -0.252 -0.977 0.010 0.115
H 1.643 6.947 -1.558 -0.338 0.016 -0.305 0.083
H 1.181 8.640 -1.881 0.041 0.051 0.129 0.105
H 0.079 7.324 -2.326 -0.152 -0.136 0.416 0.090
H 0.314 5.541 -0.196 0.191 0.276 -0.293 0.111
H -1.267 6.248 -0.504 0.211 0.043 -0.077 0.096
H -0.039 6.039 2.320 0.281 0.198 -0.133 0.079
H -1.241 4.999 1.731 -0.127 0.020 -0.741 0.074
H -1.604 6.706 1.882 -0.123 -0.068 0.103 0.076
H -0.165 9.815 -0.202 -0.365 0.069 -0.258 0.118
H -0.903 8.786 1.047 -0.915 0.715 -0.035 0.117
H -1.947 8.762 -1.965 0.292 -0.916 -0.165 0.115
H -2.608 9.802 -0.869 -0.216 0.153 0.793 0.112
H -4.793 8.913 -0.294 0.506 0.567 -0.364 0.086
H -4.991 7.252 -0.300 0.383 -0.449 -0.246 0.089
H -4.453 7.972 -1.839 -0.080 0.237 0.040 0.094
C -6.530 -0.236 -5.052 -4.648 -2.610 0.281 -0.410
O -6.065 -1.315 -4.143 1.485 -0.333 0.828 -0.173
O -7.915 -0.453 -5.238 3.736 1.870 0.379 -0.292
C -5.970 1.111 -4.347 -2.674 -0.898 0.409 -0.626
F -4.751 1.368 -4.651 4.228 -0.443 -1.094 0.142
F -6.567 2.251 -4.696 -1.830 0.638 -0.976 0.112
F -6.017 1.153 -3.008 -0.268 -0.878 0.907 0.117
C -5.780 -2.674 -4.615 -1.040 3.034 -0.088 -0.261
C -5.571 -3.575 -3.412 0.645 -0.239 -0.959 -0.077
H -4.853 -3.189 -2.689 -0.633 0.593 0.263 0.053
H -6.525 -3.904 -2.999 0.285 0.187 0.294 0.082
H -5.006 -4.427 -3.787 -0.284 -0.691 -0.174 0.045
H -4.942 -2.583 -5.307 0.621 -0.380 0.100 0.092
H -6.627 -2.955 -5.241 -0.247 -0.436 0.140 0.106
H -6.028 -0.408 -6.004 0.795 0.594 -0.335 0.111
C 5.841 3.811 5.908 2.621 1.506 3.250 -0.508
O 6.298 2.462 6.266 -1.583 -1.601 -0.387 -0.108
O 6.925 4.615 6.129 -1.831 -0.661 -2.214 -0.250
C 5.085 3.729 4.577 0.416 -1.511 1.166 -0.553
F 4.730 4.932 4.147 -0.079 0.214 -0.803 0.137
F 5.791 3.027 3.704 0.646 0.514 -1.496 0.135
F 3.909 2.969 4.632 0.221 0.861 0.550 0.048
C 5.400 1.633 7.003 0.790 -1.759 -0.102 -0.267
C 5.773 0.096 6.998 0.505 0.765 -0.305 -0.094
H 5.063 -0.431 7.635 0.156 0.098 0.424 0.060
H 5.627 -0.380 6.028 -0.008 0.382 -0.392 0.048
H 6.806 -0.124 7.268 0.007 0.079 0.340 0.055
H 4.380 1.453 6.662 -0.383 1.455 -0.387 0.095
H 5.400 1.954 8.045 -0.239 0.165 0.150 0.108
H 5.112 4.143 6.648 -1.146 -0.421 0.261 0.124
C -0.752 4.464 -3.026 2.350 -0.740 2.502 -0.424
O -1.711 3.951 -2.070 0.001 -0.873 -0.009 -0.141
O 0.577 4.222 -2.562 -3.709 0.587 -1.800 -0.236
C -1.053 3.972 -4.462 -0.363 -0.663 -0.200 -0.553
F -2.123 4.562 -5.037 -0.036 0.437 0.253 0.120
F -0.015 4.255 -5.252 0.609 0.343 -0.562 0.108
F -1.290 2.645 -4.642 0.354 0.066 0.730 0.119
C -3.105 4.097 -2.365 0.253 -0.583 0.005 -0.260
C -3.814 4.033 -1.050 -0.238 0.138 1.083 -0.056
H -3.481 4.868 -0.435 0.141 0.275 0.014 0.059
H -4.898 4.133 -1.095 -0.008 -0.252 -0.345 0.089
H -3.569 3.159 -0.446 -0.133 -0.278 -0.334 0.061
H -3.374 3.305 -3.063 -0.399 -0.047 0.030 0.110
H -3.394 5.045 -2.819 0.499 0.347 -0.321 0.114
H -1.135 5.482 -2.964 0.737 1.246 -0.953 0.114
C 0.621 -3.825 1.494 -0.046 0.856 -1.238 -0.497
O 1.696 -3.265 2.152 2.081 0.380 -1.560 -0.115
O 0.763 -3.544 0.165 0.243 -1.398 0.410 -0.205
C 0.554 -5.314 1.901 3.171 2.112 1.823 -0.600
F 0.419 -5.466 3.233 0.380 0.093 0.333 0.140
F -0.414 -5.937 1.418 -3.176 -2.531 -2.709 0.224
F 1.753 -5.973 1.580 -0.672 0.058 -0.220 0.062
C 1.688 -3.030 3.499 1.089 -0.465 1.337 -0.277
C 2.806 -2.073 3.833 0.387 1.443 1.326 -0.059
H 2.556 -1.665 4.812 -0.071 0.217 0.177 0.078
H 3.840 -2.371 4.005 -0.083 -1.200 -0.289 0.067
H 2.975 -1.191 3.215 -0.822 -0.027 -0.505 0.067
H 1.891 -3.981 3.993 -0.021 0.059 0.553 0.116
H 0.732 -2.682 3.888 -0.184 0.241 -0.246 0.112
H -0.225 -3.351 1.993 -1.118 -0.149 -0.187 0.146
C -5.656 -2.024 3.351 -0.073 0.770 5.710 -0.489
O -6.313 -3.098 2.709 -2.028 -0.647 -1.273 -0.107
O -5.567 -2.243 4.753 0.815 0.413 -3.894 -0.276
C -4.283 -1.695 2.575 -1.831 -2.821 0.080 -0.463
F -3.429 -2.803 2.699 -0.291 1.833 -0.192 0.054
F -4.594 -1.643 1.238 0.820 0.458 0.097 0.065
F -3.617 -0.563 2.873 -0.280 -0.764 0.015 0.110
C -7.765 -3.016 2.842 -0.661 -1.087 -0.963 -0.258
C -8.419 -4.409 2.686 1.835 -0.562 1.792 -0.108
H -7.811 -4.998 3.372 -0.135 -0.653 0.090 0.064
H -9.429 -4.444 3.094 -0.145 0.222 -0.389 0.062
H -8.313 -4.889 1.713 -0.213 0.421 -0.171 0.059
H -8.375 -2.567 2.059 1.155 1.520 -0.781 0.094
H -8.156 -2.554 3.749 0.884 -0.126 0.425 0.114
H -6.337 -1.177 3.269 0.258 0.925 -0.888 0.115
C 6.423 2.452 -2.731 -0.163 3.633 -0.939 -0.375
O 6.384 3.135 -1.396 -1.701 -1.940 -1.123 -0.120
O 6.349 3.472 -3.743 -0.238 -3.661 1.201 -0.280
C 7.717 1.526 -2.637 0.189 4.771 0.001 -0.645
F 8.809 2.358 -2.518 -0.162 -0.166 -0.890 0.098
F 7.774 0.841 -1.559 -0.782 -2.222 3.000 0.176
F 7.931 0.686 -3.607 -0.021 -0.919 -2.157 0.157
C 5.033 3.154 -0.841 1.463 1.662 1.717 -0.235
C 5.274 3.639 0.645 -0.057 -1.118 -1.064 -0.061
H 5.866 4.550 0.735 -0.538 0.321 -0.346 0.076
H 4.331 3.647 1.191 0.035 0.359 0.110 0.057
H 5.923 2.917 1.140 -0.199 -0.283 -0.049 0.064
H 4.416 2.255 -0.821 0.829 -0.975 -0.043 0.080
H 4.345 3.819 -1.362 0.389 0.671 -0.402 0.098
H 5.545 1.807 -2.770 -0.185 -0.591 0.062 0.090
C -2.139 0.011 8.920 -1.173 4.216 -1.364 -0.433
O -2.157 -0.196 7.453 -0.555 -1.589 -0.170 -0.128
O -2.928 1.173 9.196 2.049 -4.198 0.065 -0.296
C -2.402 -1.321 9.669 -2.668 1.015 -2.217 -0.581
F -2.015 -2.448 9.038 1.461 -0.272 0.004 0.101
F -1.831 -1.246 10.849 0.269 -0.603 1.326 0.142
F -3.740 -1.578 9.774 0.195 0.577 1.018 0.096
C -0.977 -0.725 6.848 -0.678 1.331 -0.425 -0.274
C -1.218 -0.726 5.302 0.676 0.535 0.874 -0.056
H -2.138 -1.214 4.981 -0.007 0.225 0.166 0.071
H -1.143 0.332 5.052 -0.993 0.236 -0.202 0.054
H -0.372 -1.073 4.708 0.280 -0.778 0.276 0.027
H -0.574 -1.649 7.262 -0.395 -0.326 -0.008 0.097
H -0.256 0.069 7.041 0.894 -0.123 -0.041 0.097
H -1.078 0.227 9.043 0.730 -0.074 0.821 0.109
```
Positions in Å, forces in eV/Å.

The net charge is -2. Its spin multiplicity is 1. The value obtained for the electronic energy is -166586.15716 eV. The calculation puts the HOMO energy at -1.33 eV.